{"formula": "C26H54N6O3P2RuSb2", "method": "ωB97M-V/def2-TZVPD", "species": ["Ru", "C", "Sb", "C", "C", "C", "C", "C", "C", "C", "C", "C", "Sb", "C", "C", "H", "H", "H", "H", "H", "H", "H", "H", "H", "H", "H", "H", "H", "H", "H", "H", "H", "H", "H", "H", "C", "N", "C", "P", "O", "O", "P", "O", "N", "C", "C", "N", "C", "C", "N", "C", "C", "H", "H", "H", "H", "H", "H", "H", "H", "H", "H", "H", "H", "H", "H", "H", "H", "H", "H", "H", "H", "H", "H", "H", "H", "N", "C", "N", "C", "C", "C", "C", "C", "H", "H", "H", "H", "H", "H", "H", "H", "H", "H"], "xyz": [[0.4782, 0.0414, 0.0959], [2.1872, 3.3568, -0.5272], [0.2080, 2.6939, -0.1997], [-0.3792, 3.9171, 1.4177], [-0.6538, 3.6424, -2.0124], [-1.1189, 5.0231, -1.7019], [-0.2542, 6.0541, -2.0865], [-0.6251, 7.3846, -2.0012], [-1.8818, 7.7029, -1.5165], [-2.7344, 6.6940, -1.0929], [-2.3690, 5.3524, -1.1570], [-3.3695, 4.4022, -0.5160], [-3.3398, 2.2948, -0.7424], [-4.8608, 1.6559, 0.5785], [-4.0411, 1.9875, -2.7138], [2.1496, 4.4434, -0.5968], [2.5620, 2.9294, -1.4545], [2.8132, 3.0600, 0.3100], [-0.5727, 4.9009, 0.9892], [0.4569, 3.9714, 2.1129], [-1.2580, 3.5404, 1.9353], [-1.3885, 2.9762, -2.4555], [0.2249, 3.6439, -2.6546], [0.7120, 5.7993, -2.5083], [0.0504, 8.1624, -2.3304], [-2.2026, 8.7344, -1.4623], [-3.7066, 6.9624, -0.6949], [-4.3866, 4.5955, -0.8865], [-3.3948, 4.5614, 0.5648], [-5.8009, 1.8577, 0.0617], [-4.7922, 2.2375, 1.4954], [-4.7591, 0.5956, 0.7942], [-5.1206, 2.1398, -2.6456], [-3.8212, 0.9939, -3.0934], [-3.5909, 2.7470, -3.3501], [-3.5898, -3.8236, 0.2690], [-3.1915, -2.4387, -0.0684], [-4.0060, -1.8198, -1.1268], [-2.0536, -1.6562, 0.7263], [-1.4437, -0.4820, -0.1157], [-0.9072, -2.7088, 1.0599], [0.4629, -3.1858, 0.2773], [0.8989, -1.9247, -0.4857], [0.1325, -4.3797, -0.7172], [-0.4551, -5.6548, -0.2589], [0.3936, -4.3201, -2.1735], [1.4384, -3.6124, 1.4821], [1.8735, -5.0082, 1.7256], [1.4782, -2.7777, 2.6918], [-2.5603, -1.0498, 2.1342], [-1.6724, -0.2197, 2.9538], [-3.5642, -1.7795, 2.9463], [-3.4883, -4.4510, -0.6159], [-4.6303, -3.8384, 0.5923], [-2.9697, -4.2277, 1.0650], [-3.9530, -2.4341, -2.0249], [-3.6290, -0.8290, -1.3700], [-5.0477, -1.7469, -0.8123], [-0.7884, -5.5862, 0.7755], [0.2655, -6.4651, -0.3473], [-1.3151, -5.8875, -0.8856], [0.9351, -3.4163, -2.4318], [-0.5511, -4.3453, -2.7155], [0.9895, -5.1847, -2.4615], [2.0458, -5.5241, 0.7871], [1.1515, -5.5577, 2.3297], [2.8187, -4.9707, 2.2626], [1.3442, -1.7233, 2.4480], [2.4537, -2.8835, 3.1633], [0.7127, -3.0739, 3.4120], [-0.8073, 0.1365, 2.3853], [-1.2928, -0.7766, 3.8123], [-2.2054, 0.6585, 3.3185], [-4.3177, -2.2305, 2.3079], [-4.0635, -1.0669, 3.6004], [-3.0922, -2.5480, 3.5601], [2.3940, 0.3372, 0.1983], [3.5358, 0.0466, 0.0684], [4.7633, -0.2057, -0.0186], [5.5966, -0.5195, 1.2241], [6.9608, -1.0264, 0.7866], [6.8414, -2.0938, -0.2990], [6.1378, -1.5632, -1.5708], [5.4765, -0.2110, -1.3586], [5.0556, -1.2796, 1.7865], [5.6586, 0.3899, 1.8186], [7.4350, -1.4386, 1.6777], [7.5899, -0.1970, 0.4601], [6.2964, -2.9509, 0.1021], [7.8339, -2.4568, -0.5551], [5.4002, -2.2798, -1.9310], [6.8566, -1.4203, -2.3785], [4.7489, 0.0266, -2.1317], [6.1996, 0.6007, -1.3092]], "atomic_forces_ev_per_a": [[-0.111, -0.707, -0.923], [-0.037, 0.063, 0.105], [0.258, 0.500, -0.275], [-0.074, -0.103, 0.077], [-0.076, -0.449, 0.569], [0.103, 0.019, -0.255], [0.004, 0.075, -0.051], [0.098, -0.070, 0.007], [-0.103, 0.040, 0.032], [-0.010, 0.062, 0.076], [-0.141, -0.109, 0.106], [0.219, 0.178, -0.007], [-0.368, 0.194, -0.145], [0.071, -0.082, 0.060], [0.070, -0.078, -0.035], [0.058, 0.007, -0.037], [0.016, 0.021, -0.018], [0.021, 0.055, 0.004], [-0.012, 0.020, 0.069], [-0.011, 0.023, 0.005], [-0.014, 0.020, -0.002], [0.010, 0.036, -0.103], [-0.038, 0.032, -0.082], [-0.031, 0.021, -0.032], [0.004, -0.014, 0.007], [-0.008, -0.006, 0.003], [0.022, -0.009, -0.002], [0.046, 0.051, 0.000], [-0.037, 0.019, 0.002], [-0.025, -0.028, 0.061], [-0.042, 0.000, 0.006], [-0.056, -0.003, 0.004], [0.005, -0.022, -0.068], [-0.023, -0.003, -0.008], [-0.035, -0.003, -0.033], [0.034, 0.062, -0.071], [-0.195, -0.112, -0.387], [-0.026, -0.036, 0.111], [0.199, 0.287, -0.176], [0.129, -0.257, 0.684], [0.128, 0.060, 0.147], [0.103, 0.473, -0.378], [-0.234, -0.248, 0.677], [0.015, -0.308, -0.379], [-0.061, 0.120, -0.028], [-0.018, -0.030, 0.101], [-0.102, -0.191, 0.411], [0.143, 0.102, -0.101], [0.042, 0.000, 0.025], [-0.134, 0.105, 0.251], [0.046, 0.008, 0.074], [-0.038, 0.104, -0.061], [0.000, 0.004, -0.007], [-0.008, -0.004, 0.000], [0.006, 0.027, 0.014], [-0.006, -0.011, -0.005], [0.049, 0.007, 0.017], [-0.007, -0.004, 0.009], [0.031, 0.011, 0.019], [0.027, -0.018, -0.013], [-0.017, 0.004, 0.005], [-0.001, 0.023, 0.026], [-0.008, -0.014, -0.005], [0.010, -0.005, 0.010], [-0.025, 0.005, -0.037], [-0.015, 0.026, 0.011], [0.010, 0.002, -0.004], [-0.028, 0.039, -0.053], [0.008, -0.019, -0.023], [0.004, -0.026, -0.011], [0.013, 0.007, -0.081], [-0.004, -0.025, -0.009], [-0.061, -0.039, 0.024], [0.005, -0.007, -0.029], [0.024, 0.021, -0.001], [0.005, -0.001, 0.006], [0.444, -0.028, -0.035], [-0.475, 0.194, 0.231], [0.387, -0.092, -0.089], [-0.017, -0.009, -0.137], [-0.053, 0.008, -0.025], [-0.014, 0.061, -0.032], [0.056, 0.006, 0.043], [-0.028, -0.027, 0.187], [-0.045, -0.041, -0.052], [-0.008, 0.059, -0.033], [0.045, 0.010, -0.008], [-0.013, 0.014, -0.003], [-0.029, 0.007, -0.012], [0.001, -0.027, 0.020], [-0.009, -0.006, -0.005], [0.003, -0.034, -0.013], [-0.051, -0.006, 0.029], [0.012, 0.023, 0.053]], "lowdin_charge": [1.200, -0.284, 1.334, -0.253, -0.277, -0.309, -0.028, -0.021, -0.013, -0.014, -0.258, -0.279, 1.532, -0.234, -0.228, 0.035, 0.025, 0.014, 0.032, 0.036, 0.011, 0.010, 0.075, 0.122, 0.130, 0.132, 0.134, 0.097, 0.078, 0.047, 0.033, -0.004, 0.047, 0.023, 0.035, -0.044, -0.278, -0.045, 0.505, -0.516, -0.258, 0.528, -0.411, -0.282, -0.057, -0.034, -0.274, -0.043, -0.073, -0.283, -0.071, -0.035, 0.100, 0.105, 0.083, 0.109, 0.040, 0.106, 0.086, 0.102, 0.098, 0.076, 0.098, 0.106, 0.087, 0.103, 0.102, 0.052, 0.101, 0.102, 0.033, 0.107, 0.101, 0.079, 0.106, 0.106, -0.032, -0.169, 0.003, -0.064, -0.162, -0.156, -0.143, -0.074, 0.128, 0.138, 0.138, 0.130, 0.117, 0.128, 0.116, 0.133, 0.132, 0.141], "lumo_ev": [-11.88, -13.13], "energy_ev": -77119.505, "homo_energy_ha": [-0.6646, -0.6639], "spin_multiplicity": 5, "total_charge": 4}